# 1
17
Properties=species:S:1:pos:R:3:forces:R:3 method="wB97M-V/def2-TZVPD" relative_energy_ev=1.359 homo_energy_ev="0.52 / -2.76" gap_ev="3.860 / 7.023" total_charge=-1 spin_multiplicity=2 e_tot_ev=-8428.406 s2=0.7652
C 2.80379 1.05607 -0.73183 -2.473 -1.410 -0.118
C 1.28452 0.98183 -0.38120 1.397 0.759 2.123
C 0.82621 0.32587 0.73359 0.371 -2.056 -0.096
C -0.47123 -0.26343 1.11406 2.555 0.962 0.777
C -1.47758 -0.29141 0.23428 -1.845 -0.276 -1.530
O -1.15918 -0.27184 -1.13438 -0.940 1.357 -0.454
C -2.84737 -0.87285 0.43698 1.448 -1.057 -0.340
H 3.26809 2.00661 -0.94180 -0.170 0.462 -0.282
H 2.67701 0.40834 -1.62455 1.458 0.345 -0.073
H 3.38245 0.55701 0.03681 0.149 -0.264 0.041
H 0.64069 1.48902 -1.03532 -0.862 0.355 -0.939
H 1.61623 -0.21706 1.27692 0.108 0.641 0.243
H -0.49767 -0.67789 2.13945 -0.411 0.332 -0.529
H -0.72367 -1.05739 -1.49694 0.356 -0.680 0.529
H -3.63635 -0.28020 -0.06892 0.320 -0.552 0.412
H -2.70258 -1.91328 -0.09101 -1.008 1.181 0.887
H -2.98335 -0.97942 1.53387 -0.455 -0.099 -0.652

# 2
17
Properties=species:S:1:pos:R:3:forces:R:3 method="wB97M-V/def2-TZVPD" relative_energy_ev=1.304 homo_energy_ev="-4.70 / -9.85" gap_ev="5.733 / 10.006" total_charge=0 spin_multiplicity=3 e_tot_ev=-9899.259 s2=2.0258
C 0.71433 1.57573 -1.05572 -1.090 -1.616 2.995
C 1.35041 0.52445 -0.43285 -0.441 -1.590 -0.395
C -0.56646 1.65126 -0.53483 -0.783 -0.296 -1.427
C -1.93984 -0.09633 0.69860 -2.811 -0.468 -0.330
C 2.59936 -0.28512 -0.57953 1.544 0.166 -0.081
C -1.87234 -1.46583 1.27194 2.625 2.636 2.148
N -0.83510 0.46986 0.19628 2.663 3.072 -1.163
O 0.37122 -0.23025 0.21453 0.543 -1.294 0.761
H 1.14296 2.25848 -1.65190 1.379 2.286 -2.039
H -1.34317 2.22631 -1.04124 -0.092 -0.234 0.644
H -2.93615 0.36200 0.40295 1.579 -0.641 0.212
H 2.45707 -1.25668 -1.04292 -0.820 -0.187 -0.405
H 3.00252 -0.67260 0.44547 -0.173 1.489 -1.634
H 3.33787 0.20543 -1.33880 -0.951 -0.530 2.053
H -0.98028 -2.04006 1.08002 0.219 -0.032 -0.650
H -2.70940 -1.95093 1.00050 -2.876 -2.041 -0.479
H -1.79299 -1.27570 2.36751 -0.516 -0.719 -0.212

# 3
14
Properties=species:S:1:pos:R:3:forces:R:3 method="wB97M-V/def2-TZVPD" relative_energy_ev=0.241 homo_energy_ev="0.41 / -3.33" gap_ev="4.087 / 7.738" total_charge=-1 spin_multiplicity=2 e_tot_ev=-6792.706 s2=0.7534
C 1.22742 0.51207 0.81997 0.272 0.006 0.866
C -0.17367 -0.00958 1.18859 -0.684 0.247 0.425
C -0.38851 -1.63393 -0.52940 0.440 -0.656 0.116
N -0.88313 -0.54937 0.07482 -0.858 1.592 -0.615
H 1.65564 1.25351 1.51559 -0.466 -0.022 0.162
H 1.10509 1.02278 -0.13239 0.310 -0.238 -0.246
H 1.98734 -0.26995 0.81634 -0.105 -0.180 -0.602
H -0.26565 -0.71846 2.03342 0.984 -0.342 0.179
H -0.72037 0.84802 1.62794 -0.093 -0.013 -0.541
H 0.36419 -2.26336 -0.04568 0.117 -0.104 -0.172
H -0.72495 -1.86464 -1.53683 0.026 -0.219 0.151
H -0.90686 0.65600 -1.42784 0.577 -0.180 0.445
H -1.58605 1.66571 -2.29491 0.289 0.154 -0.150
O -0.69049 1.35121 -2.10962 -0.809 -0.045 -0.018